10
Properties=species:S:1:pos:R:3:forces:R:3 method="wB97M-V/def2-TZVPD" spin_multiplicity=6 charge=+1 mol_weight_da=157.89 relative_energy_ev=0.000 orbital_gap_ha="0.357 / 0.312"
O -0.762996 1.233567 1.978223 0.133 -0.109 -0.637
C -1.219685 1.431801 3.033906 -0.504 0.631 2.123
O -1.621880 1.662411 4.082359 0.213 -0.319 -1.062
O 0.995067 -1.119419 0.104049 0.040 -0.802 -2.964
C 0.922190 -1.296879 -1.238308 1.662 -1.684 3.539
C 0.273983 -0.402377 -2.023480 -2.325 3.398 -1.026
O -0.348197 0.673636 -1.484201 1.282 -2.247 -1.609
Fe 0.087523 0.507616 0.332965 -0.233 0.675 0.889
H 1.430897 -2.167696 -1.671420 -0.187 0.301 0.310
H 0.243099 -0.522662 -3.114095 -0.081 0.156 0.437